# C31H71Cl6F6N3O15P

A cluster of 11 separate species, C31H71Cl6F6N3O15P in total (ωB97M-V/def2-TZVPD, the Open Molecules 2025 dataset).

Summary:
* multiplicity: 2
* total energy: -6218.4492 hartree
* HOMO energy (spin up / spin down): 2.3628 / -4.1639 eV
* Kohn-Sham gap (spin up / spin down): 1.04 / 7.50 eV
* maximum force: 0.0773 Eh/bohr
* charge: -2

CARTESIAN COORDINATES (ANGSTROEM)
1 P -0.993 -0.227 -0.144
2 F 0.430 -0.922 -0.466
3 F -1.709 -1.664 -0.422
4 F -0.949 -0.550 1.465
5 F -2.438 0.468 0.238
6 F -0.122 1.115 0.147
7 F -1.155 0.172 -1.739
8 C -1.486 5.023 -4.295
9 C -1.925 5.310 -2.840
10 C -1.762 4.001 -1.910
11 O -2.248 4.529 -0.664
12 C -2.545 3.534 0.274
13 N -1.106 6.416 -2.260
14 H -1.653 5.826 -5.013
15 H -2.026 4.143 -4.645
16 H -0.421 4.799 -4.232
17 H -2.951 5.676 -2.872
18 H -0.765 3.575 -1.797
19 H -2.417 3.226 -2.309
20 H -3.439 3.032 -0.097
21 H -2.873 4.022 1.191
22 H -1.782 2.824 0.594
23 H -0.130 6.248 -2.459
24 H -1.340 7.032 -3.025
25 C -2.536 -6.683 3.958
26 C -1.727 -7.393 2.866
27 C -0.818 -6.348 2.080
28 O -1.505 -5.763 1.120
29 C -0.793 -4.671 0.559
30 N -0.863 -8.382 3.498
31 H -3.240 -7.392 4.395
32 H -3.109 -5.797 3.684
33 H -1.915 -6.314 4.774
34 H -2.409 -7.906 2.188
35 H 0.004 -6.904 1.627
36 H -0.442 -5.616 2.794
37 H 0.075 -5.042 0.014
38 H -0.577 -3.940 1.339
39 H -1.400 -4.165 -0.192
40 H -0.203 -8.660 2.785
41 H -1.487 -9.169 3.603
42 C 2.633 1.963 1.664
43 C 2.619 3.498 1.322
44 C 3.928 3.999 0.712
45 O 4.226 3.392 -0.540
46 C 5.611 3.437 -0.945
47 N 1.583 3.622 0.274
48 H 2.410 1.344 0.795
49 H 1.965 1.727 2.492
50 H 3.632 1.783 2.063
51 H 2.401 4.099 2.206
52 H 4.702 3.897 1.473
53 H 3.828 5.072 0.551
54 H 6.343 3.135 -0.196
55 H 5.777 4.404 -1.420
56 H 5.749 2.712 -1.747
57 H 2.126 3.546 -0.575
58 H 1.015 2.790 0.343
59 C -1.130 0.737 4.420
60 C -0.797 1.981 3.516
61 O -0.307 3.019 4.303
62 C -0.202 4.215 3.803
63 O -0.456 4.599 2.656
64 O 0.306 4.932 4.789
65 C 0.449 6.324 4.693
66 H -0.262 0.263 4.876
67 H -1.754 0.039 3.861
68 H -1.827 0.945 5.232
69 H -1.726 2.226 3.001
70 H -0.030 1.659 2.812
71 H -0.461 6.803 5.053
72 H 0.602 6.574 3.643
73 H 1.277 6.733 5.272
74 C -4.747 -7.134 -5.447
75 C -4.193 -7.487 -4.132
76 O -4.470 -6.496 -3.187
77 C -3.823 -5.272 -3.097
78 O -3.044 -4.768 -3.912
79 O -4.228 -4.788 -1.990
80 C -3.987 -3.465 -1.670
81 H -4.088 -6.495 -6.035
82 H -5.683 -6.580 -5.369
83 H -5.026 -8.083 -5.905
84 H -3.122 -7.689 -4.089
85 H -4.710 -8.355 -3.722
86 H -4.720 -2.878 -2.223
87 H -2.974 -3.119 -1.879
88 H -4.188 -3.370 -0.603
89 C 7.010 -3.480 3.713
90 C 5.930 -2.868 4.639
91 O 4.704 -2.882 3.968
92 C 4.006 -1.731 3.645
93 O 4.355 -0.564 3.967
94 O 2.883 -2.069 3.034
95 C 1.881 -1.073 2.745
96 H 6.658 -4.241 3.017
97 H 7.833 -3.955 4.247
98 H 7.560 -2.712 3.171
99 H 6.171 -1.908 5.096
100 H 5.792 -3.591 5.443
101 H 0.868 -1.475 2.733
102 H 2.093 -0.658 1.760
103 H 1.952 -0.378 3.582
104 C 1.537 1.777 -3.090
105 C 2.206 3.062 -3.733
106 O 1.700 4.149 -2.965
107 C 2.176 5.376 -3.056
108 O 1.721 6.233 -2.272
109 O 3.070 5.571 -4.058
110 C 3.746 6.814 -4.122
111 H 1.719 1.694 -2.018
112 H 2.079 0.950 -3.549
113 H 0.451 1.736 -3.166
114 H 2.126 3.190 -4.812
115 H 3.270 3.001 -3.501
116 H 4.201 6.913 -3.136
117 H 3.096 7.671 -4.295
118 H 4.421 6.719 -4.972
119 C -3.805 -1.778 2.649
120 Cl -2.808 -2.869 3.646
121 Cl -5.455 -1.920 3.229
122 H -3.444 -0.751 2.714
123 H -3.770 -2.183 1.638
124 C -0.236 -2.311 -3.380
125 Cl -0.270 -1.867 -5.108
126 Cl 0.439 -3.956 -3.144
127 H 0.400 -1.580 -2.881
128 H -1.268 -2.272 -3.032
129 C -3.416 0.677 -3.741
130 Cl -4.510 1.754 -4.604
131 Cl -3.362 -0.895 -4.625
132 H -2.441 1.149 -3.619
133 H -3.749 0.576 -2.708

Here are the Löwdin charges for atoms 1 to 99, given in e: P 0.26; F -0.16; F -0.17; F -0.19; F -0.18; F -0.17; F -0.18; C -0.07; C -0.37; C -0.14; O -0.19; C -0.14; N 0.06; H 0.06; H 0.05; H 0.06; H 0.12; H 0.11; H 0.09; H 0.08; H 0.08; H 0.05; H 0.01; H 0.04; C -0.08; C -0.40; C -0.28; O -0.17; C -0.07; N 0.02; H 0.06; H 0.04; H 0.07; H 0.13; H 0.12; H 0.13; H 0.08; H 0.08; H 0.07; H 0.05; H 0.06; C -0.05; C -0.37; C -0.23; O -0.22; C -0.23; N 0.07; H 0.07; H 0.05; H 0.07; H 0.12; H 0.11; H 0.12; H 0.06; H 0.05; H 0.05; H 0.03; H 0.02; C -0.04; C -0.19; O 0.05; C -0.60; O 0.12; O 0.00; C -0.06; H 0.07; H 0.03; H 0.07; H 0.12; H 0.09; H 0.09; H 0.10; H 0.09; C -0.08; C -0.27; O 0.00; C -0.56; O 0.09; O 0.03; C -0.04; H 0.08; H 0.09; H 0.07; H 0.13; H 0.12; H 0.10; H 0.07; H 0.10; C -0.08; C -0.24; O 0.00; C -0.51; O 0.06; O 0.01; C -0.01; H 0.07; H 0.06; H 0.06; H 0.12



# C5H7NO

An isolated molecule of C5H7NO (ωB97M-V/def2-TZVPD, the Open Molecules 2025 dataset).

Summary:
* ΔE to the lowest compared entry with this formula, charge and spin: 97.36 kcal/mol
* total energy: -324.5693 hartree
* HOMO energy: -8.7862 eV
* Kohn-Sham gap: 9.59 eV
* maximum force: 0.0359 Eh/bohr
* structure (SMILES): C[C@]12N[C@H]1CC2=O
* charge: 0

CARTESIAN COORDINATES (ANGSTROEM)
1 C -1.932 -0.106 0.159
2 C -0.429 -0.092 0.124
3 N 0.287 -0.922 1.040
4 C 1.007 0.329 1.078
5 C 1.784 0.350 -0.261
6 C 0.456 0.252 -1.021
7 O 0.162 0.540 -2.149
8 H -2.385 0.673 -0.457
9 H -2.347 -0.059 1.171
10 H -2.220 -1.079 -0.260
11 H 0.761 -1.636 0.493
12 H 0.064 1.040 0.982
13 H 2.424 -0.533 -0.394
14 H 2.368 1.242 -0.505

Löwdin atomic charges, in units of e: C 0.00; C -0.37; N 0.03; C -0.06; C -0.07; C -0.40; O 0.10; H 0.08; H 0.09; H 0.09; H 0.12; H 0.15; H 0.12; H 0.12



# C41H34N11O4Zr

A structure of composition C41H34N11O4Zr (ωB97M-V/def2-TZVPD, the Open Molecules 2025 dataset).

Summary:
* ΔE to the lowest compared entry with this formula, charge and spin: 0.00 kcal/mol
* total energy: -2533.0965 hartree
* HOMO energy: -9.5078 eV
* Kohn-Sham gap: 5.05 eV
* maximum force: 0.0262 Eh/bohr
* charge: +1

CARTESIAN COORDINATES (ANGSTROEM)
1 Zr -0.131 -0.114 0.100
2 C 0.611 -5.148 -4.437
3 C -0.711 -5.520 -3.824
4 C -1.300 -6.756 -4.062
5 C -2.512 -7.105 -3.487
6 C -3.179 -6.199 -2.676
7 C -2.621 -4.954 -2.440
8 C -1.386 -4.625 -2.992
9 N -0.813 -3.342 -2.760
10 C -0.596 -2.751 -1.568
11 N -0.857 -3.463 -0.457
12 C -0.394 -3.232 0.875
13 C 0.125 -1.995 1.270
14 C 0.532 -1.911 2.613
15 C 0.411 -2.966 3.499
16 C -0.120 -4.169 3.056
17 C -0.522 -4.330 1.739
18 C -1.058 -5.658 1.268
19 N -0.140 -1.510 -1.503
20 C 0.289 -0.881 -2.732
21 C -0.610 -0.127 -3.486
22 C -0.185 0.546 -4.616
23 C 1.143 0.456 -5.008
24 C 2.026 -0.327 -4.287
25 C 1.621 -1.018 -3.147
26 C 2.602 -1.902 -2.419
27 H 1.047 -6.002 -4.951
28 H 1.318 -4.811 -3.677
29 H 0.498 -4.344 -5.170
30 H -0.793 -7.460 -4.710
31 H -2.940 -8.079 -3.678
32 H -4.139 -6.448 -2.245
33 H -3.164 -4.225 -1.849
34 H -0.449 -2.844 -3.560
35 H -1.145 -4.414 -0.640
36 H 0.954 -0.978 2.982
37 H 0.729 -2.858 4.528
38 H -0.211 -5.006 3.738
39 H -1.039 -6.377 2.084
40 H -0.448 -6.070 0.458
41 H -2.091 -5.583 0.916
42 H -1.647 -0.067 -3.187
43 H -0.887 1.145 -5.180
44 H 1.484 0.992 -5.883
45 H 3.057 -0.412 -4.609
46 H 3.545 -1.378 -2.260
47 H 2.830 -2.786 -3.019
48 H 2.215 -2.229 -1.458
49 O 7.104 0.031 0.339
50 C 6.426 0.749 -0.401
51 O 6.649 1.588 -1.276
52 C 4.854 0.542 -0.157
53 C 4.401 -0.495 0.648
54 C 3.046 -0.721 0.767
55 N 2.131 0.049 0.150
56 C 2.578 1.081 -0.606
57 C 3.917 1.352 -0.789
58 C 1.510 1.944 -1.249
59 O 1.799 2.927 -1.880
60 O 0.294 1.513 -1.006
61 H 5.128 -1.114 1.158
62 H 2.670 -1.547 1.354
63 H 4.232 2.171 -1.422
64 N 0.380 3.189 3.046
65 C 0.917 2.543 2.012
66 N 0.154 1.508 1.727
67 C -0.864 1.580 2.644
68 N -0.748 2.597 3.461
69 C -1.919 0.583 2.684
70 C -2.871 0.567 3.705
71 N -3.821 -0.345 3.760
72 C -3.806 -1.279 2.809
73 C -2.861 -1.283 1.805
74 N -1.917 -0.341 1.707
75 H 0.711 4.018 3.514
76 H 1.825 2.834 1.505
77 H -2.840 1.317 4.486
78 H -4.573 -2.040 2.864
79 H -2.839 -2.074 1.065
80 N -6.076 -1.809 -2.127
81 C -5.393 -0.948 -1.793
82 C -4.485 0.077 -1.381
83 C -4.862 1.411 -1.223
84 C -3.894 2.319 -0.832
85 C -2.602 1.880 -0.600
86 N -2.245 0.595 -0.723
87 C -3.169 -0.277 -1.120
88 H -5.882 1.720 -1.406
89 H -4.136 3.366 -0.715
90 H -1.814 2.572 -0.332
91 H -2.853 -1.307 -1.235

Löwdin atomic charges, in units of e: Zr 1.78; C -0.02; C -0.20; C -0.02; C -0.06; C -0.07; C -0.04; C -0.20; N 0.17; C -0.36; N 0.16; C -0.22; C -0.24; C -0.16; C -0.06; C -0.03; C -0.21; C -0.03; N -0.06; C -0.28; C -0.04; C -0.05; C -0.05; C -0.01; C -0.21; C -0.01; H 0.09; H 0.08; H 0.09; H 0.12; H 0.11; H 0.11; H 0.11; H 0.15; H 0.10; H 0.09; H 0.11; H 0.12; H 0.09; H 0.09; H 0.09; H 0.10; H 0.11; H 0.12; H 0.13; H 0.09; H 0.09; H 0.06; O -0.01; C -0.68; O -0.01; C -0.05; C 0.03; C -0.10; N -0.04; C -0.20; C 0.07; C -0.56; O 0.14; O -0.24; H 0.13; H 0.10; H 0.14; N 0.08; C -0.07; N 0.03; C -0.30; N 0.16; C -0.18; C -0.03; N 0.13; C -0.06; C -0.08; N 0.02; H 0.18; H 0.16; H 0.13; H 0.12; H 0.11; N 0.20; C -0.16; C -0.18; C 0.04; C 0.00; C -0.08; N -0.04; C -0.10; H 0.14; H 0.13; H 0.12; H 0.12



# C35H48O3P4Sn

A structure of composition C35H48O3P4Sn (ωB97M-V/def2-TZVPD, the Open Molecules 2025 dataset).

Summary:
* ΔE to the lowest compared entry with this formula, charge and spin: 24.92 kcal/mol
* total energy: -3166.2966 hartree
* HOMO energy (spin up / spin down): -16.6260 / -16.6264 eV
* Kohn-Sham gap (spin up / spin down): 3.95 / 3.97 eV
* maximum force: 0.1650 Eh/bohr
* charge: +4

CARTESIAN COORDINATES (ANGSTROEM)
1 P 4.098 -0.929 0.345
2 C 4.286 -1.402 2.069
3 H 5.240 -1.934 2.235
4 H 3.451 -2.053 2.379
5 H 4.248 -0.517 2.725
6 C 3.769 -2.334 -0.729
7 H 3.410 -1.964 -1.708
8 H 2.980 -2.970 -0.287
9 H 4.708 -2.908 -0.852
10 C 5.294 0.191 -0.395
11 H 6.300 -0.260 -0.414
12 H 5.349 1.147 0.150
13 H 5.000 0.419 -1.433
14 P -1.294 3.500 -0.515
15 C -1.323 4.154 1.183
16 H -1.750 5.163 1.181
17 H -0.302 4.159 1.579
18 H -1.918 3.474 1.803
19 C -0.017 4.507 -1.333
20 H 0.196 4.101 -2.334
21 H 0.914 4.454 -0.753
22 H -0.380 5.540 -1.410
23 C -2.814 4.138 -1.280
24 H -2.716 5.222 -1.416
25 H -3.673 3.884 -0.644
26 H -2.956 3.640 -2.250
27 P -2.735 -2.485 0.502
28 C -3.354 -2.694 2.149
29 H -3.804 -3.690 2.229
30 H -4.121 -1.937 2.370
31 H -2.535 -2.605 2.874
32 C -3.953 -2.463 -0.809
33 H -4.571 -3.365 -0.713
34 H -3.470 -2.478 -1.800
35 H -4.603 -1.579 -0.731
36 C -1.401 -3.603 0.064
37 H -1.810 -4.625 0.060
38 H -0.586 -3.556 0.801
39 H -1.009 -3.387 -0.942
40 Sn -0.132 0.175 -2.088
41 C 2.484 -0.054 0.344
42 O 1.553 0.598 0.631
43 C -2.016 -0.790 0.566
44 O -1.778 0.213 1.121
45 C -1.393 -0.271 -4.088
46 C -0.729 -1.455 -3.697
47 C 0.674 -1.448 -3.507
48 C 1.407 -0.241 -3.689
49 C 0.724 0.941 -4.094
50 C -0.670 0.913 -4.295
51 H -2.471 -0.290 -4.269
52 H -1.290 -2.384 -3.582
53 H 1.193 -2.364 -3.208
54 H 2.486 -0.212 -3.513
55 H 1.281 1.872 -4.235
56 H -1.189 1.805 -4.665
57 O 0.612 -0.393 2.825
58 P 0.380 -0.541 4.295
59 C 1.616 0.320 5.311
60 C 1.649 0.102 6.697
61 C 2.614 0.746 7.479
62 C 3.537 1.612 6.883
63 C 3.489 1.847 5.506
64 C 2.523 1.209 4.718
65 C -1.181 0.245 4.749
66 C -2.206 -0.402 5.450
67 C -3.438 0.234 5.638
68 C -3.622 1.550 5.210
69 C -2.567 2.234 4.591
70 C -1.357 1.582 4.346
71 C 0.545 -2.269 4.760
72 C -0.543 -3.152 4.676
73 C -0.343 -4.520 4.858
74 C 0.938 -5.017 5.113
75 C 2.029 -4.143 5.189
76 C 1.834 -2.773 5.008
77 H 0.927 -0.576 7.159
78 H 2.640 0.559 8.553
79 H 4.293 2.105 7.496
80 H 4.204 2.524 5.037
81 H 2.466 1.388 3.642
82 H -2.054 -1.398 5.862
83 H -4.259 -0.309 6.111
84 H -4.580 2.051 5.349
85 H -2.691 3.274 4.277
86 H -0.538 2.108 3.846
87 H -1.547 -2.773 4.492
88 H -1.200 -5.195 4.784
89 H 1.091 -6.090 5.235
90 H 3.033 -4.522 5.375
91 H 2.681 -2.086 5.070

Löwdin atomic charges, in units of e: P 0.87; C -0.15; H 0.09; H 0.07; H 0.08; C -0.17; H 0.04; H 0.08; H 0.10; C -0.14; H 0.10; H 0.09; H 0.07; P 0.74; C -0.27; H 0.07; H 0.05; H 0.02; C -0.30; H 0.02; H 0.05; H 0.06; C -0.29; H 0.06; H 0.05; H 0.03; P 0.85; C -0.14; H 0.09; H 0.10; H 0.05; C -0.15; H 0.10; H 0.06; H 0.09; C -0.15; H 0.10; H 0.08; H 0.05; Sn 1.42; C -0.23; O 0.01; C -0.26; O 0.09; C -0.08; C -0.12; C -0.14; C -0.15; C -0.11; C -0.09; H 0.17; H 0.15; H 0.15; H 0.15; H 0.17; H 0.17; O -0.37; P 0.76; C -0.31; C -0.07; C -0.04; C -0.05; C -0.07; C -0.10; C -0.27; C -0.08; C -0.06; C -0.05; C -0.07; C -0.08; C -0.27; C -0.11; C -0.06; C -0.05; C -0.05; C -0.08; H 0.12; H 0.12; H 0.12; H 0.11; H 0.09; H 0.10; H 0.12; H 0.12; H 0.11; H 0.11; H 0.06; H 0.12; H 0.12; H 0.12; H 0.11



# C3H5NO

A structure of composition C3H5NO (ωB97M-V/def2-TZVPD, the Open Molecules 2025 dataset).

Summary:
* ΔE to the lowest compared entry with this formula, charge and spin: 129.75 kcal/mol
* total energy: -247.1005 hartree
* HOMO energy: -8.3842 eV
* Kohn-Sham gap: 9.28 eV
* maximum force: 0.0325 Eh/bohr
* charge: 0

CARTESIAN COORDINATES (ANGSTROEM)
1 C -0.825 0.892 0.124
2 O -0.892 -0.051 -0.930
3 C 0.349 -0.713 -0.861
4 C 0.707 -0.383 0.597
5 N 1.279 -0.678 1.638
6 H -1.797 0.972 0.632
7 H -0.412 1.869 -0.169
8 H 0.226 0.171 1.565
9 H 1.114 -0.287 -1.535
10 H 0.250 -1.792 -1.061

Löwdin atomic charges, in units of e: C -0.09; O -0.18; C -0.16; C -0.30; N 0.16; H 0.08; H 0.08; H 0.16; H 0.13; H 0.13



# C20H15BiFIN3O3Se

A structure of composition C20H15BiFIN3O3Se (ωB97M-V/def2-TZVPD, the Open Molecules 2025 dataset).

Summary:
* ΔE to the lowest compared entry with this formula, charge and spin: 19.15 kcal/mol
* total energy: -4174.5686 hartree
* HOMO energy: -11.9303 eV
* Kohn-Sham gap: 8.33 eV
* maximum force: 0.0149 Eh/bohr
* charge: +1

CARTESIAN COORDINATES (ANGSTROEM)
1 Bi -3.467 -0.339 0.654
2 C 2.293 4.331 1.412
3 C 2.668 3.382 0.274
4 C 4.002 2.718 0.583
5 C 4.332 1.636 -0.432
6 C 3.242 0.604 -0.423
7 C 3.501 -0.721 -0.671
8 C 2.461 -1.651 -0.684
9 F 2.753 -2.932 -0.922
10 C 1.164 -1.284 -0.474
11 C 0.871 0.066 -0.224
12 C -0.501 0.476 -0.049
13 O -1.408 -0.448 -0.092
14 C -0.732 1.846 0.099
15 C 0.338 2.716 0.130
16 N 1.611 2.344 0.071
17 C 1.914 1.013 -0.173
18 C -2.091 2.481 0.255
19 O -2.274 3.611 -0.123
20 O -2.997 1.742 0.855
21 H 3.175 4.910 1.683
22 H 1.976 3.764 2.288
23 H 1.512 5.039 1.143
24 H 2.749 3.939 -0.663
25 H 3.956 2.282 1.585
26 H 4.773 3.487 0.589
27 H 5.291 1.174 -0.203
28 H 4.403 2.072 -1.434
29 H 4.508 -1.060 -0.876
30 H 0.366 -2.010 -0.515
31 H 0.114 3.770 0.219
32 Se -5.067 0.564 -1.160
33 C -6.256 -0.551 -0.319
34 N -6.898 -1.293 0.288
35 I -4.798 -2.963 -2.802
36 C -3.720 -3.638 -1.139
37 C -3.560 -5.016 -1.032
38 C -2.731 -5.526 -0.053
39 C -2.082 -4.642 0.796
40 C -2.336 -3.297 0.650
41 N -3.149 -2.780 -0.289
42 H -4.072 -5.664 -1.727
43 H -2.577 -6.593 0.034
44 H -1.395 -4.981 1.558
45 H -1.863 -2.580 1.312

Löwdin atomic charges, in units of e: Bi 1.64; C -0.03; C -0.28; C -0.14; C -0.11; C -0.13; C 0.08; C -0.25; F 0.10; C 0.08; C -0.04; C -0.25; O -0.26; C -0.02; C 0.06; N 0.06; C -0.05; C -0.58; O 0.12; O -0.33; H 0.09; H 0.10; H 0.08; H 0.16; H 0.14; H 0.13; H 0.13; H 0.14; H 0.14; H 0.13; H 0.15; Se 0.62; C -0.88; N 0.09; I 0.95; C -0.75; C -0.13; C -0.03; C -0.04; C -0.19; N -0.11; H 0.10; H 0.12; H 0.12; H 0.08